This record from OMol25 describes C47H53BBiF5N8O2Se as an isolated structure. The level of theory is wB97M-V/def2-TZVPD.

Geometry as ORCA input:
```
! wB97M-V def2-TZVPD RIJCOSX def2/J DEFGRID3
* xyz 0 1
Bi 0.187 0.176 0.361
C -3.336 -2.481 4.135
C -2.146 -2.488 3.236
C -1.141 -3.421 3.174
C -0.248 -2.960 2.200
N -0.708 -1.817 1.691
N -1.865 -1.523 2.334
B -2.680 -0.258 2.063
N -2.050 1.053 2.581
N -0.960 1.691 2.048
C -0.791 2.828 2.751
C -1.747 2.876 3.768
C -2.528 1.758 3.623
C -3.715 1.379 4.442
C 0.216 3.946 2.512
C 1.674 3.491 2.577
C -0.032 4.590 1.153
C 0.018 5.022 3.584
N -3.060 -0.093 0.566
N -2.187 0.186 -0.452
C -2.923 0.335 -1.566
C -4.265 0.098 -1.263
C -4.314 -0.158 0.090
C -5.522 -0.446 0.918
C -2.441 0.804 -2.922
C -3.484 0.433 -3.987
C -2.327 2.338 -2.890
C -1.109 0.196 -3.347
C 1.041 -3.666 1.835
C 1.770 -4.017 3.141
C 1.985 -2.832 0.978
C 0.704 -4.964 1.085
H -3.356 -3.412 4.700
H -4.270 -2.395 3.583
H -3.292 -1.659 4.848
H -1.059 -4.313 3.770
H -3.698 -0.398 2.655
H -1.883 3.649 4.501
H -3.870 2.142 5.204
H -3.580 0.424 4.945
H -4.622 1.312 3.841
H 1.905 2.756 1.807
H 1.915 3.035 3.537
H 2.313 4.362 2.422
H 0.325 3.947 0.368
H 0.512 5.535 1.086
H -1.092 4.784 0.979
H 0.212 4.634 4.584
H -0.987 5.444 3.560
H 0.724 5.833 3.401
H -5.106 0.134 -1.931
H -6.399 -0.446 0.272
H -5.666 0.306 1.692
H -5.454 -1.417 1.407
H -4.429 0.955 -3.837
H -3.679 -0.641 -4.005
H -3.103 0.725 -4.965
H -3.197 2.785 -2.407
H -2.272 2.717 -3.912
H -1.440 2.658 -2.350
H -1.171 -0.887 -3.446
H -0.316 0.440 -2.647
H -0.829 0.605 -4.321
H 1.874 -3.131 3.769
H 2.764 -4.399 2.906
H 1.242 -4.789 3.701
H 2.370 -1.981 1.532
H 1.493 -2.485 0.076
H 2.825 -3.452 0.659
H -0.137 -5.487 1.542
H 1.567 -5.632 1.099
H 0.463 -4.766 0.040
C -1.509 -2.789 -1.263
O -0.314 -2.012 -1.309
C 0.716 -2.462 -2.096
C 0.744 -3.731 -2.659
C 1.854 -4.130 -3.392
C 2.927 -3.272 -3.564
C 2.893 -2.001 -3.014
C 1.798 -1.585 -2.272
N 1.665 -0.271 -1.725
N 2.561 0.517 -2.139
C 2.479 1.869 -1.973
C 1.306 2.552 -1.593
O 0.308 2.036 -0.940
C 1.181 3.925 -2.005
C 2.218 4.596 -2.553
C 3.486 3.975 -2.773
C 4.585 4.700 -3.269
C 5.789 4.081 -3.480
C 5.920 2.713 -3.197
C 4.860 1.986 -2.714
C 3.615 2.604 -2.494
H -1.860 -2.995 -2.276
H -1.341 -3.722 -0.722
H -2.240 -2.190 -0.730
H -0.081 -4.412 -2.516
H 1.874 -5.122 -3.823
H 3.790 -3.586 -4.135
H 3.711 -1.312 -3.160
H 0.232 4.404 -1.807
H 2.105 5.640 -2.822
H 4.465 5.756 -3.478
H 6.635 4.642 -3.854
H 6.874 2.224 -3.348
H 4.980 0.940 -2.479
F 7.493 0.519 2.172
C 6.177 0.396 2.382
C 5.692 0.067 3.637
F 6.551 -0.129 4.643
C 4.329 -0.058 3.844
F 3.923 -0.380 5.079
C 3.396 0.132 2.831
Se 1.533 -0.043 3.124
C 3.926 0.463 1.590
F 3.106 0.676 0.535
C 5.280 0.596 1.348
F 5.726 0.915 0.126
*
```

Computed properties:
Relative energy (zero: lowest compared OMol25 entry of this formula, charge and spin), kcal/mol: 0.0
Gap between HOMO and LUMO, eV: 6.3
E, Ha: -5551.61129